C26H27HfN4O5SeSi2 as an isolated structure in a non-equilibrium geometry, computed with ωB97M-V/def2-TZVPD.

Calculated values
molecular weight	789.15	g/mol
charge	+1
highest occupied orbital energy	-10.042	eV

The geometry in XYZ format:
```
66
C26H27HfN4O5SeSi2, DFT ωB97M-V/def2-TZVPD
Hf -0.680 0.212 0.503
O -4.916 -1.081 0.100
C -3.710 -0.824 0.539
O -2.735 -0.708 -0.184
C -3.620 -0.682 2.027
O -2.258 -0.546 2.364
C -2.026 0.326 3.498
C -1.656 1.725 3.025
O -1.758 2.669 3.753
O -1.215 1.727 1.777
H -4.906 -1.184 -0.867
H -4.055 -1.564 2.501
H -4.210 0.191 2.326
H -1.187 -0.092 4.047
H -2.897 0.359 4.148
C 0.333 -2.491 -2.121
Si 0.013 -2.302 -0.258
C -1.141 -3.738 0.153
C 1.683 -2.661 0.588
C 2.343 -3.857 0.266
C 3.557 -4.199 0.841
C 4.151 -3.336 1.755
C 3.516 -2.150 2.084
C 2.282 -1.791 1.520
Si 1.450 -0.197 2.121
C 1.316 -0.362 3.992
C 2.623 1.284 1.924
H 0.650 -3.514 -2.342
H 1.116 -1.820 -2.485
H -0.573 -2.296 -2.706
H -0.687 -4.687 -0.143
H -2.090 -3.646 -0.386
H -1.357 -3.793 1.224
H 1.896 -4.540 -0.450
H 4.039 -5.134 0.581
H 5.100 -3.592 2.210
H 3.994 -1.487 2.802
H 2.327 -0.453 4.397
H 0.757 -1.249 4.301
H 0.865 0.524 4.451
H 3.509 1.163 2.555
H 2.108 2.192 2.254
H 2.972 1.455 0.903
Se 0.375 4.773 -5.965
N 1.409 3.634 -5.090
C 0.701 3.178 -4.090
C 1.207 2.208 -3.120
C 2.503 1.685 -3.178
C 2.895 0.762 -2.240
C 1.991 0.384 -1.256
N 0.762 0.893 -1.178
C 0.364 1.788 -2.105
C -1.006 2.304 -1.990
N -1.733 1.839 -0.965
C -2.955 2.319 -0.786
C -3.538 3.245 -1.641
C -2.808 3.699 -2.716
C -1.506 3.232 -2.894
C -0.640 3.683 -3.980
N -1.013 4.544 -4.890
H 3.170 2.015 -3.965
H 3.883 0.325 -2.252
H 2.255 -0.362 -0.513
H -3.489 1.977 0.093
H -4.541 3.600 -1.450
H -3.212 4.418 -3.417
```

Here are the Löwdin charges for atoms 1 to 5, given in e: Hf 1.513; O 0.197; C -0.472; O -0.035; C -0.075